The following is a DFT calculation (ωB97M-V with the def2-TZVPD basis set) of a cluster of 2 separate species, H16Si7 in total.

Atoms and positions in Å:
Si  -0.826  -0.551  2.776
Si  -2.663  1.940  0.264
Si  -0.491  -1.668  -1.820
Si  2.809  -1.645  1.034
Si  1.447  1.503  -2.423
Si  -0.581  0.871  1.021
Si  0.678  0.027  -0.682
H  -2.123  -1.175  2.522
H  -0.184  -1.800  3.333
H  -0.986  0.381  3.825
H  -2.520  1.831  -1.169
H  -2.899  3.330  0.752
H  -3.965  1.234  0.472
H  -0.696  -1.118  -3.185
H  -1.839  -1.957  -1.414
H  0.367  -2.876  -2.230
H  1.748  -2.315  1.878
H  3.396  -2.236  -0.145
H  3.929  -1.143  1.785
H  1.100  1.130  -3.735
H  2.866  1.549  -2.133
H  1.109  2.885  -2.361
H  0.322  1.806  1.636

Computed properties:
HOMO energy in eV: -8.120
Kohn-Sham gap in eV: 7.158
Largest force on an atom in eV Å⁻¹: 2.9
Energy above the lowest of the compared OMol25 structures with the same formula, charge and spin in kJ/mol: 156.39